The following is a quantum chemistry calculation of an isolated molecule of C26H29FN2O6S, from the Open Molecules 2025 dataset.

Last column: natural (NBO) charge in e.
Cartesian coordinates (Å):
C 2.516 -0.415 3.615  -0.251
H 2.704 0.648 3.424  0.192
H 1.451 -0.616 3.518  0.187
O 3.168 -1.217 2.663  -0.565
C 4.572 -1.071 2.693  -0.068
H 4.836 -0.005 2.704  0.187
C 5.173 -1.745 1.462  -0.426
H 4.692 -2.715 1.330  0.220
H 6.239 -1.902 1.629  0.215
C 5.006 -0.894 0.198  -0.217
N 3.633 -0.607 -0.127  -0.405
C 2.980 0.471 0.358  0.597
O 3.461 1.348 1.042  -0.603
C 1.553 0.409 -0.181  0.465
O 0.655 1.168 0.108  -0.514
C 1.522 -0.748 -1.069  -0.277
C 0.469 -1.215 -1.776  0.498
O 0.590 -2.387 -2.435  -0.651
H -0.232 -2.599 -2.900  0.497
C -0.827 -0.519 -1.859  -0.139
C -0.897 0.825 -2.220  -0.083
C -2.126 1.452 -2.294  -0.198
C -3.274 0.739 -2.006  -0.306
C -3.224 -0.597 -1.663  -0.195
C -1.996 -1.233 -1.599  -0.200
H -1.942 -2.273 -1.308  0.220
H -4.146 -1.113 -1.447  0.250
S -4.845 1.604 -2.069  2.329
O -4.996 2.195 -3.366  -0.935
O -5.871 0.712 -1.602  -0.940
N -4.522 2.821 -0.983  -0.690
C -5.136 4.112 -1.207  -0.226
C -4.356 5.170 -0.432  -0.402
C -4.336 4.809 1.052  -0.398
C -3.753 3.410 1.236  -0.406
C -4.542 2.405 0.401  -0.224
H -4.089 1.413 0.452  0.217
H -5.577 2.331 0.767  0.188
H -2.712 3.399 0.908  0.211
H -3.787 3.116 2.286  0.215
H -3.743 5.537 1.608  0.214
H -5.356 4.833 1.444  0.195
H -3.333 5.208 -0.809  0.204
H -4.818 6.146 -0.583  0.215
H -5.108 4.294 -2.282  0.238
H -6.186 4.106 -0.879  0.178
H -2.214 2.490 -2.570  0.240
H 0.009 1.367 -2.441  0.223
C 2.843 -1.471 -0.980  -0.056
C 2.685 -2.868 -0.419  -0.074
C 3.342 -3.940 -1.007  -0.133
C 3.213 -5.217 -0.489  -0.302
C 2.417 -5.401 0.626  0.393
C 1.749 -4.350 1.229  -0.269
C 1.886 -3.082 0.698  -0.174
H 1.384 -2.249 1.161  0.228
H 1.139 -4.531 2.099  0.230
F 2.286 -6.643 1.138  -0.325
H 3.716 -6.060 -0.936  0.230
H 3.958 -3.783 -1.880  0.205
H 3.318 -1.542 -1.970  0.205
H 5.466 -1.403 -0.654  0.202
H 5.501 0.070 0.352  0.228
H 4.969 -1.536 3.610  0.168
H 2.844 -0.661 4.632  0.164

HOMO energy in eV: -9.03
DFT total energy in Eh: -2067.1591
SMILES: COCCCN1C(=O)C(=O)/C(=C(/O)c2ccc(S(=O)(=O)N3CCCCC3)cc2)[C@@H]1c1ccc(F)cc1
Energy above the lowest of the compared OMol25 structures with the same formula, charge and spin in eV: 0.054